Run P
Entry from the OMol25 dataset: 2 unconnected molecules or ions with the total composition C6H10NO (ωB97M-V/def2-TZVPD).

Output
**Lowest unoccupied orbital energy**: -0.144 hartree

```
! wB97M-V def2-TZVPD RIJCOSX def2/J DEFGRID3
* xyz 1 1
C 4.174 -0.607 -0.710
C 4.132 -1.806 -0.732
C -1.352 0.523 -1.070
C -1.314 -0.019 0.288
C -2.324 0.339 1.329
C 1.078 0.856 -0.251
N -0.341 1.057 -0.123
O 1.320 -0.339 -0.647
H 4.348 0.433 -0.695
H -0.935 -0.049 -1.889
H -2.124 1.225 -1.354
H -0.821 -0.976 0.427
H -3.081 -0.444 1.359
H -2.820 1.283 1.110
H -1.866 0.392 2.315
H 4.030 -2.854 -0.751
H -0.541 1.983 0.255
H 2.312 -0.536 -0.713
*
```

Run Q
Entry from the OMol25 dataset: a gas-phase ion, C6H10NO (charge +1) (ωB97M-V/def2-TZVPD).

Output
**Lowest unoccupied orbital energy (spin up / spin down)**: -0.195 / -0.201 hartree

```
! wB97M-V def2-TZVPD RIJCOSX def2/J DEFGRID3
* xyz 1 1
C -0.152 -1.320 0.171
C 1.218 -1.764 0.071
C 2.196 0.322 -0.370
C 2.784 1.538 0.094
C -2.844 -0.260 -0.271
C -1.632 0.592 0.080
N -0.384 -0.078 0.114
O 2.107 -0.854 -0.082
H -0.886 -2.115 0.271
H 1.524 -2.794 0.035
H 3.643 1.787 -0.539
H 2.076 2.355 -0.066
H 3.084 1.507 1.145
H -3.020 -1.029 0.477
H -2.712 -0.731 -1.242
H -3.721 0.377 -0.318
H -1.759 1.055 1.066
H -1.522 1.414 -0.637
*
```

The most stable arrangement is run P, and the next structure is 0.403 eV less stable.